DFT (ωB97M-V/def2-TZVPD) results for 3 unconnected molecules or ions with the total composition C4H7NO at a distorted geometry.

```
13
Properties=species:S:1:pos:R:3:forces:R:3
C -1.112122 1.176902 -0.507591 0.080 0.025 -0.127
C -0.225402 1.189597 -1.502554 -0.170 0.055 0.163
C 0.635032 0.059517 -1.731358 0.580 -0.821 -0.108
N 1.329778 -0.856927 -1.877217 -0.703 0.900 0.106
H -1.734783 2.040572 -0.301550 0.057 -0.070 -0.134
H -1.229643 0.314089 0.138600 0.014 0.228 -0.093
H -0.100752 2.041050 -2.164580 0.024 -0.115 0.106
H 0.839914 0.432203 2.260874 0.040 0.162 -0.038
H 1.157881 1.066147 2.033478 0.090 0.006 0.058
C 0.120782 -1.872677 0.910447 -0.204 0.122 0.240
O -0.571399 -1.166563 1.605830 0.246 -0.524 -0.294
H -0.295180 -2.770748 0.420245 0.063 0.038 0.001
H 1.185894 -1.653161 0.715376 -0.117 -0.006 0.120
```
Forces are in eV/Å.

Results
SMILES: C=CC#N.[H][H].C=O
Total charge: 0
Energy relative to the best compared isomer or geometry (same formula, charge and spin) in kJ/mol: 332.96
LUMO level in Eh: 0.015
Molar mass in g/mol: 85.11
Kohn-Sham gap in eV: 10.74

---

DFT (ωB97M-V/def2-TZVPD) results for 2 unconnected molecules or ions with the total composition C5H11O2 at a distorted geometry.

```
18
Properties=species:S:1:pos:R:3:forces:R:3
C 2.363662 0.206174 -0.427299 -1.324 0.059 0.838
C 2.516581 0.437852 1.115362 -1.664 1.249 -1.392
C 3.475039 -0.747715 -0.842125 0.109 -1.550 -2.801
H 1.339794 -0.189734 -0.578090 0.612 -0.437 0.080
H 2.255931 1.137521 -1.019336 0.845 -0.206 0.483
H 3.352004 1.149641 1.209838 0.222 -1.012 0.868
H 2.392713 -0.524679 1.615766 1.262 0.046 0.140
H 3.079666 -1.753719 -1.216656 0.196 1.084 0.938
H 4.061389 -0.483099 -1.780538 -0.495 0.348 1.206
H 1.631266 0.944873 1.524768 0.097 0.274 -0.399
H 4.185716 -0.962912 -0.047842 0.028 0.128 0.056
C -3.130327 -0.322844 -0.960269 0.214 0.617 -0.578
C -2.194647 0.123028 0.158094 0.795 -1.349 1.332
O -2.348920 1.265348 0.624361 -0.001 0.484 -0.216
O -1.419862 -0.786480 0.600729 -0.208 0.625 -0.494
H -3.859520 -1.003686 -0.487857 -0.113 0.576 -0.461
H -2.584545 -0.890724 -1.722074 -0.047 -0.019 0.165
H -3.496267 0.622713 -1.418544 -0.528 -0.917 0.235
```
Forces are in eV/Å.

Results
Total charge: -1
Energy relative to the best compared isomer or geometry (same formula, charge and spin) in kJ/mol: 86.80
LUMO level in Eh: 0.135
Molar mass in g/mol: 103.14
Kohn-Sham gap in eV: 7.40

---

DFT (ωB97M-V/def2-TZVPD) results for 2 unconnected molecules or ions with the total composition C7H10N3O3S at a distorted geometry.

```
24
Properties=species:S:1:pos:R:3:forces:R:3
C 3.731619 0.725648 0.860674 0.430 0.031 -0.215
C 3.224538 1.727272 0.008526 0.873 1.051 0.576
C 2.909989 -0.326366 1.204850 0.403 -1.921 1.176
C 1.911221 1.749408 -0.383448 0.532 -2.021 0.480
C 1.623187 -0.439394 0.721640 1.879 3.230 -1.273
C 1.158119 0.597114 -0.122462 -1.923 -1.824 0.394
C -1.719140 -2.440072 -0.467615 -2.488 -2.151 -2.945
N -0.081516 0.558041 -0.760787 -1.173 1.917 -0.962
N -0.958019 -0.388531 -0.818153 5.031 -1.927 1.816
N -0.685061 -1.579573 -0.299910 1.127 4.039 -0.688
O -3.322278 0.298942 -1.314601 -0.372 0.980 0.885
O -5.117026 0.196156 0.343329 1.398 0.555 0.099
O -3.237466 1.964650 0.827692 -0.851 -1.502 -1.133
S -3.645847 0.308622 0.177626 -1.510 -0.139 0.001
H 4.766098 0.691112 1.217535 -0.331 0.375 -0.306
H 3.838653 2.580316 -0.322127 -0.020 -0.535 0.389
H 3.250392 -1.233467 1.826206 -0.101 1.733 -0.847
H 1.485433 2.486802 -0.996641 -0.385 0.914 -0.692
H 1.101499 -1.294065 0.834063 -1.722 -2.284 0.499
H -2.214625 -2.641393 0.437902 -0.904 -0.288 1.356
H -2.462662 -2.032036 -1.216675 0.347 -0.752 0.780
H -1.365668 -3.428314 -0.853108 -0.122 0.537 0.182
H -2.361388 1.995218 0.437518 0.602 0.479 -0.019
H -1.830049 -0.076093 -1.342036 -0.721 -0.496 0.448
```
Forces are in eV/Å.

Results
Total charge: -1
Energy relative to the best compared isomer or geometry (same formula, charge and spin) in kJ/mol: 45.49
LUMO level in Eh: 0.120
Molar mass in g/mol: 216.24
Kohn-Sham gap in eV: 7.84

---

DFT (ωB97M-V/def2-TZVPD) results for a molecular structure, C40H38Cl3GaN5OS3.

```
91
Properties=species:S:1:pos:R:3:forces:R:3
Ga -0.459903 0.902265 -0.296733 -0.045 -0.200 0.002
S -1.684880 -0.303624 -1.794837 0.172 0.068 0.015
C -0.359822 -0.896497 -2.736765 -0.243 0.017 0.080
N -0.512030 -1.903809 -3.531580 -0.009 -0.015 -0.010
C 0.588530 -2.315865 -4.423187 0.038 -0.054 -0.062
C 1.298384 -1.088439 -4.910284 -0.015 -0.035 -0.091
N 1.748497 -0.307038 -3.742964 0.012 0.006 -0.008
C 3.110952 0.294866 -3.877398 -0.011 0.002 -0.051
C 4.145095 -0.795162 -3.966064 0.008 -0.016 0.007
C 4.858312 -0.976795 -5.145300 0.006 0.006 -0.002
C 5.811816 -1.983127 -5.230647 -0.002 0.000 0.009
C 6.042729 -2.811867 -4.143108 -0.006 0.005 -0.005
C 5.329920 -2.632867 -2.962496 -0.001 -0.011 0.003
C 4.384337 -1.625026 -2.871829 -0.007 0.017 0.000
C 1.003654 -0.232579 -2.690501 0.138 0.061 0.068
S 1.571775 0.543579 -1.255140 -0.027 0.024 0.010
C -1.773605 -2.686139 -3.690755 0.025 -0.028 -0.002
C -2.358423 -2.441125 -5.056669 0.006 0.061 -0.008
C -2.744238 -1.154015 -5.429378 -0.018 -0.014 -0.017
C -3.273875 -0.928372 -6.689433 0.012 0.003 0.015
C -3.425378 -1.987442 -7.577823 0.005 -0.014 0.006
C -3.048502 -3.269202 -7.206226 -0.005 0.016 -0.013
C -2.508081 -3.496942 -5.947111 0.014 -0.011 0.011
H 0.142683 -2.848246 -5.261422 -0.002 -0.013 0.018
H 1.255898 -2.986804 -3.877207 -0.013 -0.010 0.009
H 0.650051 -0.463083 -5.528637 0.014 0.028 0.006
H 2.184872 -1.364747 -5.477734 -0.002 0.013 0.006
H 3.267802 0.970896 -3.042473 0.009 -0.002 0.010
H 3.078108 0.877357 -4.799494 0.006 0.010 0.003
H 4.690681 -0.320107 -5.991968 0.001 -0.004 0.001
H 6.376843 -2.112801 -6.143494 -0.001 -0.001 0.001
H 6.787410 -3.593381 -4.209141 0.002 0.004 0.001
H 5.526827 -3.270100 -2.110940 -0.001 0.003 -0.001
H 3.853176 -1.469180 -1.937333 0.008 -0.007 -0.002
H -2.445698 -2.414963 -2.881947 -0.008 -0.005 0.012
H -1.483111 -3.731168 -3.570126 -0.021 -0.001 0.000
H -2.656736 -0.326844 -4.730412 -0.001 -0.012 -0.007
H -3.582581 0.067521 -6.977191 -0.003 -0.003 -0.003
H -3.845771 -1.811252 -8.558541 -0.003 -0.004 0.002
H -3.176439 -4.093960 -7.893816 0.001 0.000 0.002
H -2.221263 -4.501381 -5.656402 -0.003 0.002 -0.005
N -0.926677 2.844133 -0.295899 0.049 0.050 0.044
C -2.210077 3.098804 0.401246 0.015 0.030 -0.036
C -3.357935 2.483160 -0.070803 -0.007 0.023 0.013
C -4.552276 2.693320 0.606953 0.025 0.001 -0.001
C -4.578506 3.505450 1.733277 -0.012 -0.001 0.003
C -3.417669 4.121668 2.180845 0.017 0.009 0.009
C -2.216496 3.921939 1.511596 -0.018 -0.025 0.010
H -0.958620 3.228448 -1.242493 -0.034 -0.034 0.010
H -0.193400 3.371731 0.182537 -0.021 0.008 -0.028
H -3.346868 1.889504 -0.978383 0.001 -0.008 -0.004
H -5.462574 2.234976 0.245678 0.002 0.000 -0.002
H -5.511385 3.672573 2.253979 0.003 -0.003 0.003
H -3.444291 4.768221 3.047424 0.001 0.001 -0.005
H -1.310613 4.408516 1.855996 -0.004 0.001 0.001
Cl 3.714855 -7.167106 6.708075 0.013 -0.024 0.012
C 2.687527 -6.002371 5.968337 0.009 0.008 -0.053
C 1.621355 -5.469621 6.676539 -0.030 0.020 0.028
C 0.796299 -4.538843 6.068349 0.025 0.017 0.044
C 1.013737 -4.135075 4.757890 0.089 0.001 0.014
C 0.122920 -3.118352 4.087980 -0.110 0.091 0.045
C 0.758758 -1.736796 4.200624 -0.005 -0.017 0.074
N 0.063812 -0.782757 3.321359 0.014 -0.038 -0.061
C -1.055629 -0.050349 3.637658 -0.028 0.010 -0.006
C -1.411337 0.630452 2.522338 0.043 -0.090 0.033
N -0.503423 0.301942 1.518780 -0.093 0.131 -0.137
C 0.364292 -0.570228 2.050362 0.093 0.074 0.130
O -1.162639 -2.973337 4.651258 0.048 -0.113 -0.186
C -2.128284 -3.887944 4.090672 0.091 -0.035 0.006
C -1.811805 -5.319024 4.378413 -0.113 0.008 0.017
C -2.048013 -5.907640 5.586806 -0.063 -0.074 -0.040
Cl -2.783992 -5.165869 6.942792 0.012 -0.005 0.014
S -1.487097 -7.518829 5.659884 -0.010 -0.013 0.051
C -0.920276 -7.437170 4.049383 0.012 -0.019 0.026
C -1.163638 -6.223495 3.488812 0.051 0.085 -0.017
C 2.101781 -4.678373 4.085138 -0.021 0.023 0.021
Cl 2.440674 -4.182871 2.433180 0.003 0.002 -0.005
C 2.942794 -5.608585 4.662280 0.018 -0.013 0.012
H 1.440898 -5.787306 7.694040 -0.007 0.004 -0.003
H -0.047396 -4.129711 6.609012 0.007 -0.001 0.013
H 0.035345 -3.388135 3.026803 -0.034 0.062 -0.017
H 1.813564 -1.738217 3.935858 -0.008 -0.058 -0.038
H 0.648361 -1.387883 5.225898 0.040 0.050 -0.005
H -1.494923 -0.088157 4.619263 -0.007 -0.013 -0.003
H -2.228527 1.309114 2.360512 -0.038 0.009 0.006
H 1.203879 -1.024699 1.548311 -0.010 -0.015 -0.009
H -2.164529 -3.718445 3.007594 -0.053 -0.045 -0.003
H -3.084881 -3.603466 4.523764 0.038 0.050 0.048
H -0.445816 -8.297254 3.605526 -0.019 0.001 -0.021
H -0.886959 -5.968157 2.474308 0.001 -0.018 -0.014
H 3.777786 -6.022523 4.115752 -0.002 0.004 -0.004
```
Forces are in eV/Å.

Results
Total charge: +3
Energy relative to the best compared isomer or geometry (same formula, charge and spin) in kJ/mol: 0.00
LUMO level in Eh: -0.366
Molar mass in g/mol: 877.06
Kohn-Sham gap in eV: 3.85

---

DFT (ωB97M-V/def2-TZVPD) results for a molecular structure, C5H3N3 at a distorted geometry.

```
11
Properties=species:S:1:pos:R:3:forces:R:3
C 1.623339 -0.280919 -0.108305 3.094 -9.470 1.484
C 0.202383 1.121944 0.034621 -7.700 -1.319 2.490
C -0.385703 -0.292208 0.249891 -3.993 -1.405 -2.450
C -1.840935 -0.550332 0.012989 -4.099 2.078 1.122
C -3.084918 -0.328284 -0.072959 5.133 -0.871 -0.270
H 3.395988 -0.329833 0.002041 7.681 6.312 0.254
H -0.384978 1.972223 0.272472 -0.207 1.095 -0.399
H -4.093351 -0.145590 -0.409283 0.347 -0.297 0.356
N 2.729922 -0.895512 -0.058321 -7.043 -5.345 -0.756
N 1.376331 0.971377 -0.031128 6.101 5.420 -1.304
N 0.461925 -1.242868 0.107981 0.684 3.803 -0.527
```
Forces are in eV/Å.

Results
Total charge: 0
Energy relative to the best compared isomer or geometry (same formula, charge and spin) in kJ/mol: 455.97
LUMO level in Eh: -0.048
Molar mass in g/mol: 105.10
Kohn-Sham gap in eV: 8.95

---

DFT (ωB97M-V/def2-TZVPD) results for C2H3NS3 in the gas phase at a distorted geometry.

```
9
Properties=species:S:1:pos:R:3:forces:R:3
S -0.380491 2.269249 1.894200 0.063 -0.924 -1.094
C -0.137197 0.993888 0.851073 -1.021 1.224 -2.171
N -0.405656 0.966782 -0.590170 0.854 -0.766 3.614
S 0.538000 -0.081105 -1.535675 0.439 -0.226 0.046
C 0.358041 -1.419754 -0.353961 -2.272 1.875 1.588
S 0.366219 -0.537350 1.372688 0.488 -1.215 -0.800
H -0.863362 1.747359 -0.967797 -0.412 1.137 -0.674
H 1.173462 -2.065269 -0.218599 1.008 -1.014 -0.614
H -0.649016 -1.873800 -0.451759 0.851 -0.091 0.105
```
Forces are in eV/Å.

Results
SMILES: S=C1NSCS1
Total charge: 0
Energy relative to the best compared isomer or geometry (same formula, charge and spin) in kJ/mol: 71.96
LUMO level in Eh: -0.003
Molar mass in g/mol: 137.25
Kohn-Sham gap in eV: 8.42

---

DFT (ωB97M-V/def2-TZVPD) results for 2 unconnected molecules or ions with the total composition C4H10N2O2 at a distorted geometry.

```
18
Properties=species:S:1:pos:R:3:forces:R:3
C 0.987775 1.431667 -1.315260 -1.046 1.214 -0.616
C 1.970041 0.431792 -0.844302 0.932 -2.063 -1.168
C 1.998829 -0.805538 -1.406431 0.225 0.960 0.989
O 2.860262 -1.832152 -0.969116 -1.449 0.377 -1.129
H 1.414428 2.411078 -1.712630 -0.333 -1.266 0.552
H 0.298126 1.023381 -2.108074 0.793 0.301 0.700
H 0.334134 1.684196 -0.458640 0.168 0.185 -0.367
H 2.725131 0.703264 -0.101940 -0.398 -0.147 -0.038
H 1.303254 -1.029862 -2.240651 0.524 -0.146 0.640
H 2.491040 -2.648519 -1.365650 0.571 0.585 0.455
N -2.276946 -1.036053 0.767185 -0.760 1.566 -0.429
C -1.820431 -0.408654 1.921766 -0.182 -1.258 0.974
N -2.056869 0.971918 1.993109 0.459 -0.721 -0.966
O -1.320484 -1.071553 2.844509 -0.663 1.544 -1.550
H -3.085853 -0.618587 0.269710 1.015 -0.326 0.650
H -2.364766 -2.015245 0.886043 0.050 -0.841 0.099
H -1.480083 1.313480 2.737126 0.120 0.600 0.224
H -1.977590 1.495387 1.103246 -0.027 -0.564 0.980
```
Forces are in eV/Å.

Results
SMILES: C/C=C/O.NC(N)=O
Total charge: 0
Energy relative to the best compared isomer or geometry (same formula, charge and spin) in kJ/mol: 169.46
LUMO level in Eh: 0.025
Molar mass in g/mol: 118.14
Kohn-Sham gap in eV: 9.32